A structure of composition C35H48NO5W. Source: the OMol25 dataset; level of theory: ωB97M-V with the def2-TZVPD basis set.

Charge = -1
⟨S²⟩ = 2.0098
F_max = 5.09 eV/Å
2S+1 = 3
Energy = -1860.2756 hartree
LUMO level (alpha / beta) = 2.29 / 2.29 eV

Structure (XYZ):
```
90
Properties=species:S:1:pos:R:3:forces:R:3:lowdin_charge:R:1
C -1.245 5.294 1.637 -0.285 0.535 -0.328 -0.27
C -0.024 4.439 1.281 0.516 -0.924 0.163 -0.07
C -2.444 4.595 1.021 -0.830 -1.110 -0.796 -0.03
C -1.908 3.520 -0.021 0.792 1.773 -0.624 -0.24
H -3.118 5.287 0.501 0.312 0.004 0.319 0.12
H -3.048 4.093 1.794 0.324 0.211 -0.259 0.11
C -0.340 3.688 -0.072 0.231 0.871 1.082 -0.13
H 0.145 3.688 2.057 -0.215 0.092 0.119 0.12
H 0.871 5.080 1.297 -0.157 -0.397 -0.376 0.12
C 0.641 2.387 -0.386 1.261 1.368 -0.783 -0.33
H -0.120 4.510 -0.809 -0.109 -1.139 0.005 0.14
H -2.252 3.783 -1.028 -0.118 0.238 0.119 0.13
C -2.367 2.186 0.236 0.095 -0.429 0.046 -0.34
C -1.423 5.502 3.123 2.453 -3.317 2.986 -0.37
C -1.170 6.715 1.129 -2.304 1.959 -1.128 -0.42
O -2.157 7.379 0.753 2.465 -1.617 0.575 0.08
O -1.127 4.606 3.968 -1.530 2.874 -2.505 0.07
O -1.698 6.754 3.479 -0.541 -0.290 0.113 -0.02
O 0.040 7.266 1.265 -0.287 0.189 -0.222 -0.03
C 0.033 8.674 1.000 0.062 0.141 0.031 -0.04
H 1.061 8.995 1.154 -0.047 0.048 -0.055 0.09
H -0.643 9.184 1.702 0.204 -0.171 -0.283 0.10
H -0.295 8.865 -0.030 0.098 0.001 0.324 0.10
C -1.759 6.982 4.883 0.001 0.139 0.418 -0.03
H -2.430 6.277 5.384 0.144 0.101 -0.210 0.10
H -2.124 8.002 4.997 0.037 -0.083 -0.005 0.09
H -0.759 6.886 5.312 -0.110 -0.026 0.001 0.10
O 0.368 1.094 -0.320 -3.049 1.165 1.909 -0.44
H 1.538 2.586 0.275 -0.094 0.565 -0.433 0.10
H 0.913 2.643 -1.454 0.393 0.147 0.302 0.10
C -2.910 1.394 -0.871 0.589 -0.712 -0.292 -0.06
C -2.444 1.748 1.620 0.590 -0.877 0.409 -0.07
H -3.374 2.095 2.061 -0.300 -0.018 0.595 0.08
H -1.578 2.110 2.216 -0.598 -0.173 -0.138 0.10
H -2.437 0.654 1.629 -0.265 0.152 0.357 0.07
H -2.716 0.317 -0.704 -0.228 0.361 -0.163 0.08
H -2.408 1.676 -1.821 -0.514 -0.174 0.394 0.09
H -3.988 1.570 -0.919 -0.284 -0.196 -0.453 0.08
W 0.968 -1.145 -0.468 3.015 -0.818 0.807 1.53
C 1.773 -1.933 -3.015 -0.867 1.468 -0.091 -0.13
C 0.509 -1.236 -2.842 3.327 1.076 0.561 -0.15
C 0.857 0.023 -2.194 0.862 -0.516 -2.183 -0.32
H -0.447 -1.409 -3.233 -0.931 -0.582 -0.670 0.08
C 2.311 -0.013 -1.769 -3.093 -1.440 -2.108 -0.20
C 2.814 -1.235 -2.368 -1.398 1.006 -0.333 -0.15
H 3.860 -1.442 -2.431 0.328 -0.523 0.204 0.09
H 1.904 -2.764 -3.686 -0.016 -0.556 0.517 0.09
H 0.206 0.887 -2.230 0.222 -0.417 -0.111 0.09
H 2.807 0.813 -1.379 0.986 1.157 0.460 0.08
C 0.267 -2.023 1.787 -1.349 -0.163 0.579 -0.19
C 1.615 -2.320 1.907 -0.329 -1.695 0.746 -0.17
C 2.362 -1.184 1.574 1.374 0.982 0.285 -0.19
H 2.030 -3.293 2.255 -0.456 0.890 -0.801 0.11
C 1.491 -0.085 1.427 -0.683 0.390 0.686 -0.22
C 0.120 -0.610 1.493 0.572 -0.405 0.439 -0.25
H -0.853 -0.125 1.556 0.928 0.073 -0.209 0.07
H -0.624 -2.688 1.903 1.212 0.483 -0.015 0.12
H 3.480 -1.064 1.585 -1.448 -0.317 -0.106 0.13
H 1.831 0.955 1.343 -0.323 -0.722 0.025 0.10
C -0.563 -7.419 -2.921 0.493 -0.155 -0.090 -0.07
C -0.692 -6.096 -2.217 -1.947 0.662 0.424 -0.30
C -1.997 -5.585 -2.004 1.461 0.693 0.397 -0.05
C -2.118 -4.340 -1.335 -0.270 -1.329 -0.738 -0.30
C -3.511 -3.849 -1.058 -0.015 0.451 0.188 -0.07
C -1.006 -3.630 -0.955 0.513 0.866 0.584 -0.05
C 0.337 -4.085 -1.131 0.135 -0.310 0.039 -0.27
C 0.394 -5.378 -1.759 1.181 -0.316 -0.109 -0.04
N 1.424 -3.320 -0.723 -0.753 -1.376 0.032 -0.11
C 2.719 -4.100 -0.626 -0.637 0.111 -0.251 -0.56
C 2.567 -5.338 0.279 -0.009 -0.164 0.139 -0.06
C 3.260 -4.549 -2.002 0.253 -0.021 -0.582 -0.08
C 3.886 -3.333 -0.015 0.323 0.089 0.232 -0.09
H -0.862 -8.265 -2.291 -0.033 0.160 0.003 0.07
H -1.187 -7.438 -3.820 0.051 -0.016 0.078 0.07
H 0.474 -7.597 -3.226 -0.125 0.001 -0.005 0.07
H -2.869 -6.127 -2.330 -0.219 -0.110 -0.086 0.09
H -4.107 -3.902 -1.975 -0.049 0.094 0.165 0.07
H -4.004 -4.467 -0.296 0.076 0.121 -0.141 0.08
H -3.490 -2.808 -0.698 -0.126 -0.288 -0.130 0.07
H -1.149 -2.657 -0.440 -0.037 -0.696 -0.419 0.07
H 1.355 -5.894 -1.903 -0.699 0.483 0.001 0.08
H 1.890 -6.093 -0.109 0.003 0.054 0.104 0.06
H 3.546 -5.808 0.401 0.043 -0.007 0.026 0.08
H 2.211 -5.050 1.266 -0.051 0.038 0.039 0.06
H 3.971 -3.816 -2.391 -0.023 0.014 0.022 0.07
H 3.810 -5.495 -1.896 -0.085 0.111 -0.037 0.09
H 2.503 -4.680 -2.775 0.107 0.024 0.207 0.05
H 3.790 -3.210 1.062 -0.011 0.117 -0.108 0.05
H 4.788 -3.940 -0.168 -0.109 0.081 -0.053 0.09
H 4.047 -2.369 -0.495 -0.074 -0.035 0.173 0.06
```
Forces are in eV/Å.